24
Properties=species:S:1:pos:R:3:forces:R:3:lowdin_charge:R:1 method="wB97M-V/def2-TZVPD" relative_energy_kcal_mol=41.6 orbital_gap_ha=0.327 smiles=CNC[C@H](C)N(C)C
C -0.85368 -2.85472 -1.50783 0.4 -1.9 -0.5 -0.18
N -1.04417 -1.73276 -0.63267 0.7 0.0 -0.2 -0.11
C 0.21090 -1.08041 -0.25829 0.1 0.7 -0.6 -0.18
C 0.11057 0.47519 -0.37713 -1.4 -0.5 0.6 -0.37
C 1.31714 1.02322 -1.07892 1.5 0.9 -0.5 -0.08
N -0.19801 1.02124 0.94002 1.0 0.3 1.3 -0.25
C -1.28290 1.92825 1.23499 -0.8 -1.4 0.1 -0.11
C 0.97640 1.26126 1.80031 -1.0 -0.4 -0.8 -0.08
H -1.79610 -3.35992 -1.73802 -0.1 0.5 -0.2 0.07
H -0.22357 -3.73170 -1.21018 -0.1 0.6 0.9 0.08
H -0.31636 -2.61053 -2.42263 -0.5 0.7 -0.3 0.07
H -1.59595 -2.00808 0.15004 -0.3 0.0 0.6 0.10
H 0.60960 -1.32934 0.73112 -0.3 -0.1 0.0 0.11
H 0.95912 -1.40547 -0.98080 0.1 -0.1 -0.1 0.10
H -0.79902 0.62397 -0.96670 0.2 0.2 -0.1 0.13
H 1.62371 2.05283 -0.85502 -0.5 0.0 0.3 0.07
H 2.22737 0.44914 -0.86379 -0.2 -0.1 0.0 0.08
H 1.20812 1.05504 -2.16220 -0.2 -0.4 -0.1 0.08
H -2.20526 1.51880 0.80054 0.2 0.5 -0.5 0.08
H -1.52838 1.78183 2.29420 0.3 0.4 0.1 0.08
H -1.16077 2.99407 1.03592 0.1 0.1 -0.3 0.08
H 0.62796 1.54723 2.78987 0.1 0.0 0.1 0.08
H 1.60700 2.05671 1.39658 0.3 0.0 0.2 0.07
H 1.52628 0.32416 1.88058 0.3 0.1 0.1 0.08

***

25
Properties=species:S:1:pos:R:3:forces:R:3:lowdin_charge:R:1 method="wB97M-V/def2-TZVPD" relative_energy_kcal_mol=97.1 orbital_gap_ha=0.375
C -1.84723 0.15378 -1.32049 -0.2 -0.1 0.2 -0.26
C -2.39340 -0.07423 0.09051 0.2 0.1 -0.2 -0.29
N -3.80506 -0.42794 0.02262 -0.1 0.1 0.0 -0.01
O -0.46253 0.45348 -1.31191 0.1 0.0 0.1 -0.10
H 0.00071 -0.30386 -0.93306 0.1 0.0 0.0 0.03
H -4.35677 0.36131 -0.29579 0.0 -0.1 0.1 0.07
H -4.15051 -0.69990 0.93521 0.0 0.0 -0.1 0.06
H -2.33701 1.01636 -1.77972 0.0 -0.1 0.0 0.12
H -2.06646 -0.72660 -1.93593 0.0 0.1 0.0 0.12
H -2.17926 0.82432 0.69239 0.0 -0.1 0.0 0.11
H -1.85637 -0.91127 0.54626 0.0 0.1 0.0 0.11
C 2.79683 0.49888 -0.44354 0.6 -0.7 -1.2 -0.11
C 0.86616 1.35697 1.87737 0.5 0.6 -0.4 -0.07
C 2.93908 -0.69755 -1.04233 1.0 2.1 -0.5 -0.12
C 1.05493 -0.02851 1.47914 -1.4 -2.0 1.5 -0.31
N 0.86174 -1.17355 1.53348 0.4 1.5 0.1 0.12
H 1.12823 -2.28262 0.07336 0.8 -0.6 -2.2 0.02
H 3.52722 0.87503 0.25563 0.0 -0.2 0.5 0.06
H 2.11907 1.24105 -0.83782 -0.4 -0.1 0.1 0.05
H 0.36801 1.87675 1.05829 0.1 0.2 0.1 0.08
H 1.83237 1.81454 2.08661 -0.1 0.2 -0.1 0.08
H 0.26656 1.40817 2.78576 -0.1 -0.2 -0.1 0.09
H 1.42176 -2.40236 -0.68632 -0.8 0.0 1.7 0.05
H 2.43363 -0.88048 -1.97983 -0.4 -0.3 0.2 0.05
H 3.83828 -1.27179 -0.86987 -0.3 -0.5 0.4 0.06

***

30
Properties=species:S:1:pos:R:3:forces:R:3:lowdin_charge:R:1 method="wB97M-V/def2-TZVPD" orbital_gap_ha=0.043 total_charge=-2
N 4.15929 1.91606 4.42798 1.3 -0.4 -0.1 -0.07
C 3.62479 3.12678 3.72571 -1.5 1.0 -1.2 -0.49
N 2.40068 2.90365 2.94975 0.2 -0.7 1.7 -0.08
C 1.38913 2.19722 3.72496 -1.6 -0.5 2.3 -0.76
O 1.20526 0.93790 3.45677 0.3 1.5 -0.2 -0.23
O 0.62368 2.73559 4.72725 2.7 -0.6 -3.2 -0.31
H 3.81052 1.04439 4.00266 -0.4 0.8 -0.1 0.03
H 5.18324 1.87850 4.25861 -0.7 0.1 0.2 0.01
H 3.47088 3.95462 4.50990 0.3 -0.9 -0.3 0.06
H 4.40453 3.54252 2.98715 -0.8 -0.5 0.8 0.06
C -1.55739 -0.53062 -0.08911 0.2 -0.3 0.0 -0.30
S 0.12150 -0.33259 0.54969 0.3 0.7 0.4 0.81
O 1.05954 -0.52702 -0.60298 -0.4 -0.5 -0.2 -0.59
C 0.13565 -1.85227 1.51964 0.0 -0.2 -0.1 -0.28
H -1.77136 0.30044 -0.75973 0.1 -0.1 0.1 0.04
H -1.63915 -1.46906 -0.63923 0.0 0.1 0.0 0.02
H -2.26699 -0.51803 0.73986 0.1 0.0 0.0 0.05
H -0.05231 -2.71164 0.86977 0.0 0.1 -0.1 0.04
H -0.62638 -1.79373 2.29756 0.1 0.2 0.0 0.05
H 1.11720 -1.95371 1.98251 -0.1 0.3 0.0 0.05
C -3.48030 -0.63230 -5.10937 0.0 0.1 -0.1 -0.30
S -3.09244 -1.78112 -3.77117 0.1 0.1 0.2 0.74
O -3.11991 -1.00845 -2.49687 -0.2 -0.2 -0.6 -0.55
C -1.36025 -2.01438 -4.22161 0.1 0.1 0.0 -0.28
H -4.51879 -0.31765 -5.00300 0.1 -0.1 0.1 0.04
H -2.82877 0.24141 -5.05021 0.0 -0.1 0.1 0.06
H -3.35078 -1.13407 -6.06993 0.0 0.0 0.1 0.04
H -0.84177 -1.05416 -4.21730 -0.1 0.0 0.1 0.06
H -1.29939 -2.47138 -5.21109 -0.1 0.0 0.0 0.04
H -0.89991 -2.67689 -3.48817 -0.1 0.1 0.0 0.05

***

30
Properties=species:S:1:pos:R:3:forces:R:3:lowdin_charge:R:1 method="wB97M-V/def2-TZVPD" relative_energy_kcal_mol=0.0 orbital_gap_ha=0.369 smiles="CC(C)N=[S@](C)(=O)OS(=O)(=O)N(C)C"
C -2.97062 0.34490 0.28451 0.6 -0.3 -0.1 -0.07
C -1.72011 -0.43680 -0.10866 0.6 -0.3 0.2 -0.47
C -1.07947 -1.25391 1.03815 -3.2 1.6 -1.9 -0.02
N -0.74561 0.39344 -0.73753 1.9 1.5 0.4 -0.17
S 0.19777 1.47636 -0.26629 -3.0 -0.3 -2.9 0.62
C -0.63932 2.90194 0.54431 0.8 -2.0 1.8 -0.08
O 0.99971 1.93321 -1.34666 0.9 0.8 -0.7 -0.30
O 1.19136 1.07979 0.88152 0.8 -0.8 1.6 -0.41
S 2.69571 0.33172 0.76452 0.3 -0.6 0.4 0.62
O 2.73941 -0.35096 2.02690 -0.1 0.5 -1.0 -0.25
O 3.59169 1.37694 0.43126 -0.1 0.2 0.0 -0.22
N 2.65802 -0.72822 -0.44111 0.1 0.3 -0.4 -0.31
C 3.10532 -0.38803 -1.84737 1.4 -2.0 2.3 -0.01
C 2.43775 -2.12523 -0.17216 0.6 -0.5 2.5 -0.09
H -3.09667 1.15341 -0.43238 -0.5 -0.2 -0.3 0.07
H -3.78060 -0.39128 0.26996 -0.3 0.7 0.4 0.08
H -2.81392 0.86534 1.24079 -0.3 -0.6 0.1 0.08
H -1.90160 -1.11302 -0.96403 -0.7 -0.1 0.7 0.14
H -1.80211 -1.73034 1.60504 -1.6 -0.9 1.3 0.07
H -0.47187 -0.72030 1.63680 1.9 2.2 2.1 0.04
H -0.51912 -1.96256 0.62311 2.4 -3.1 -1.8 0.02
H -0.41570 3.87082 0.11168 0.2 -0.2 -0.2 0.07
H -1.72587 2.67968 0.67049 1.1 0.2 -0.3 0.05
H -0.09006 2.71134 1.51157 -1.1 1.2 -0.4 0.07
H 4.17803 -0.78000 -1.91540 -1.5 0.7 -0.3 0.12
H 2.42699 -0.87251 -2.51484 -0.3 -0.4 -0.5 0.09
H 3.01862 0.63980 -1.94999 0.2 1.9 -0.4 0.04
H 3.23925 -2.77466 -0.48395 0.3 0.1 -0.9 0.09
H 2.41182 -2.37403 0.90755 0.2 0.8 -0.3 0.10
H 1.49307 -2.46192 -0.45483 -1.5 -0.5 -1.3 0.06

***

26
Properties=species:S:1:pos:R:3:forces:R:3:lowdin_charge:R:1 method="wB97M-V/def2-TZVPD" relative_energy_kcal_mol=9.4 orbital_gap_ha=0.344 smiles="CC(C)(N)/N=N/C(C)(C)N"
C -2.52741 1.70938 0.17514 0.0 -0.5 1.3 -0.05
C -1.00178 1.69412 0.17612 0.2 1.4 -1.0 -0.69
C -0.43875 2.96856 0.79841 -0.3 -0.3 1.1 -0.05
N -0.60967 1.71246 -1.21903 -0.2 -0.7 -0.5 0.07
N -0.52841 0.47717 0.84489 3.4 -1.8 0.9 0.10
N 0.74039 0.26835 0.86458 -3.7 2.3 -0.3 0.11
C 1.13774 -1.03379 1.44137 -0.5 -1.1 -0.2 -0.70
C 2.50496 -1.36628 0.92656 0.6 -1.0 -0.5 -0.07
C 1.15791 -1.02280 2.95972 -1.3 0.6 0.4 -0.04
N 0.26725 -2.07789 0.93041 0.3 -0.4 -0.3 0.06
H -2.91915 0.86342 -0.39286 0.0 -0.1 0.1 0.07
H -2.95402 2.61815 -0.23628 0.3 0.2 -0.1 0.08
H -2.85142 1.61740 1.22887 -0.1 0.0 -0.5 0.09
H 0.62340 3.03828 0.62339 0.4 0.0 -0.1 0.06
H -0.60801 2.98773 1.89092 0.1 0.0 -0.4 0.09
H -0.92679 3.82873 0.35521 -0.1 0.1 -0.1 0.08
H 0.35972 1.41296 -1.29561 -0.1 0.0 -0.2 0.07
H -1.21538 1.03551 -1.69463 0.6 0.2 -0.1 0.07
H 2.75649 -2.39699 1.23227 -0.2 0.4 0.0 0.09
H 2.54127 -1.36213 -0.16627 0.0 0.2 0.0 0.08
H 3.27838 -0.72957 1.30455 0.4 0.6 0.2 0.07
H 1.93366 -0.32446 3.31853 -0.5 -0.3 0.0 0.09
H 1.31357 -2.02801 3.37264 0.2 0.3 -0.4 0.09
H 0.12834 -0.71238 3.28954 1.0 0.0 0.0 0.09
H -0.67746 -1.98696 1.27476 -0.1 0.2 -0.2 0.06
H 0.27567 -1.98057 -0.09504 -0.4 -0.3 0.7 0.08

***

28
Properties=species:S:1:pos:R:3:forces:R:3:lowdin_charge:R:1 method="wB97M-V/def2-TZVPD" relative_energy_kcal_mol=54.8 orbital_gap_ha=0.324
C -0.75718 -3.15500 -0.04641 -0.1 0.2 0.1 -0.09
C 2.61480 2.27241 0.50911 0.2 -0.1 0.1 -0.05
C -1.63532 -1.95322 0.27704 0.0 -0.1 -0.1 -0.30
C -1.70517 0.46960 0.09032 0.2 0.0 -0.3 -0.24
C -0.98519 1.65947 -0.55843 -0.8 -0.3 -0.1 -0.16
C 1.44327 1.72072 -0.20628 -0.5 -0.5 0.4 -0.14
N 1.64638 -0.41562 0.63334 -0.4 1.9 0.1 0.10
N -1.03214 -0.75280 -0.27397 0.2 0.1 0.0 -0.09
N 2.47837 -1.08146 0.13907 0.1 0.6 -0.4 -0.46
N 0.21543 2.03842 0.14601 0.9 0.0 0.2 0.03
O 2.90126 -2.19287 0.32212 0.9 -1.7 -0.1 -0.02
O 3.25880 -0.39511 -1.05824 -0.2 0.4 0.0 -0.10
H -0.56533 -3.19355 -1.11876 0.0 0.0 0.0 0.07
H 0.19873 -3.07684 0.47173 0.1 0.0 0.0 0.06
H -1.24493 -4.07774 0.26022 0.0 -0.1 0.0 0.07
H 2.77702 3.30351 0.18626 -0.1 0.1 -0.1 0.09
H 2.47493 2.26268 1.58681 -0.1 0.0 0.1 0.09
H 3.49624 1.69356 0.25004 0.0 -0.1 0.0 0.07
H -2.62544 -2.07207 -0.18191 0.0 0.0 0.1 0.11
H -1.77506 -1.87985 1.37096 -0.1 0.0 -0.1 0.11
H -1.76680 0.63179 1.18403 -0.1 0.0 -0.1 0.12
H -2.72954 0.42282 -0.29595 0.0 0.1 0.1 0.12
H -1.65299 2.52596 -0.57721 0.1 0.0 -0.1 0.12
H -0.72043 1.38314 -1.57979 0.0 0.1 0.0 0.13
H 1.59276 1.33085 -1.20233 -0.1 -0.1 -0.1 0.13
H -0.06070 -0.70027 0.04658 -0.3 -0.1 -0.1 0.04
H 3.85106 -1.07534 -1.39733 0.0 -0.3 0.2 0.05
H 0.07543 2.33987 1.10355 0.1 0.1 -0.1 0.16

***

31
Properties=species:S:1:pos:R:3:forces:R:3:lowdin_charge:R:1 method="wB97M-V/def2-TZVPD" relative_energy_kcal_mol=50.5 orbital_gap_ha=0.308 total_charge=+2 smiles="CCCCS(=O)(=O)O/C(N)=[N+](/N)C(=[NH2+])O"
C 0.08111 -4.13180 0.84627 3.3 2.2 -2.6 -0.07
C -0.07693 -3.68766 -0.63937 -1.2 -1.4 -0.6 -0.26
C -0.43202 -2.19579 -0.80141 1.7 1.1 -1.2 -0.19
C 0.73513 -1.34158 -0.11358 -3.5 0.8 -0.8 -0.13
S 0.67978 0.45330 -0.64723 2.1 2.4 -2.0 0.90
O -0.08701 0.78557 -1.81130 0.0 -1.3 0.8 -0.23
O 1.91451 1.22619 -0.51831 -1.1 -2.2 0.3 -0.27
O -0.21167 1.37763 0.67066 -0.8 -0.6 0.4 -0.04
C -0.08328 2.63403 0.73477 1.0 1.0 -1.5 -0.35
N 0.12068 3.19720 1.89063 -0.1 1.4 1.2 0.29
N 0.11939 3.52445 -0.50702 0.7 -1.5 3.7 -0.01
N 1.45684 3.97764 -0.53795 0.7 -0.4 -1.5 0.12
C -0.69720 3.52648 -1.59249 -0.9 -0.5 2.3 -0.39
N -1.89982 2.89830 -1.43905 1.0 0.8 0.1 0.24
O -0.36967 4.17413 -2.63399 0.2 0.2 -1.3 0.25
H -0.65472 -3.71974 1.47912 -0.7 0.4 0.8 0.06
H 0.12335 -5.18059 0.86021 0.1 -1.3 0.5 0.06
H 1.14486 -3.68689 0.99471 -1.7 -1.0 1.0 0.10
H 0.84815 -3.98028 -1.27562 -1.4 0.7 1.2 0.15
H -0.92489 -4.28831 -1.10899 0.9 0.9 0.4 0.13
H -1.34746 -1.77688 -0.39155 -0.4 -0.8 0.1 0.11
H -0.43333 -2.02431 -1.92915 0.1 0.3 1.5 0.14
H 0.74177 -1.27882 0.95574 0.0 -0.2 0.6 0.11
H 1.64000 -1.61258 -0.51125 2.7 -0.5 -0.8 0.08
H 0.03956 4.21573 2.07706 0.0 -0.8 -0.8 0.19
H 0.34428 2.70046 2.77650 -0.5 -0.2 -1.1 0.20
H 1.79051 4.41285 0.32572 -0.6 0.0 -0.5 0.13
H 2.09500 3.18075 -0.81115 -1.0 1.1 0.5 0.12
H -2.32982 2.60768 -0.51086 1.1 0.6 -1.9 0.18
H -2.32486 2.55597 -2.29152 -0.4 0.2 0.1 0.15
H 0.52348 4.63775 -2.77375 -1.2 -1.1 1.0 0.22

***

28
Properties=species:S:1:pos:R:3:forces:R:3:lowdin_charge:R:1 method="wB97M-V/def2-TZVPD" relative_energy_kcal_mol=95.8 orbital_gap_ha=0.364 total_charge=+2
C -2.88833 -0.06549 -1.00195 -0.4 -0.1 -1.0 -0.19
C 2.05824 0.30479 -0.17067 -0.5 1.2 0.4 -0.53
C -2.59230 1.54879 0.74578 -0.1 2.0 -0.3 0.02
C -4.04301 -0.46854 0.96490 -2.1 -1.7 -2.5 0.05
C 4.19092 -0.79617 0.19839 2.7 3.3 -1.3 -0.02
C 2.24429 -2.11145 -0.26134 -1.0 -2.6 -1.6 -0.05
N -3.17095 0.34041 0.13561 0.9 1.3 1.1 -0.13
N 2.78245 -0.79443 -0.12073 -1.0 0.7 1.8 -0.22
N -2.87460 -0.36024 -2.13530 0.1 -1.5 -1.0 0.34
N 2.46032 1.54771 0.13774 -0.2 -1.6 -0.3 0.18
O -0.09986 1.87404 -0.50713 1.8 -0.3 0.9 -0.43
S 0.32211 0.26750 -0.58443 -0.2 -1.1 -0.6 1.05
H -3.08905 1.69451 1.70099 0.2 -0.2 0.1 0.11
H -1.50073 1.54787 0.85931 -0.8 -0.4 0.3 0.06
H -2.86968 2.47507 0.14488 0.2 -1.2 0.5 0.14
H -4.78575 -1.03642 0.23731 1.5 1.0 1.8 0.17
H -3.43116 -1.13223 1.52534 0.2 -0.7 0.7 0.10
H -4.56229 0.23972 1.54424 -0.9 0.4 0.9 0.09
H 4.54935 0.04548 -0.53911 0.2 -1.3 1.7 0.15
H 4.70437 -0.64441 1.23732 -1.9 -0.2 -1.5 0.16
H 4.61956 -1.67247 -0.23797 0.1 -0.7 -0.1 0.09
H 2.57542 -2.81685 0.55220 -0.3 1.1 -0.6 0.13
H 1.09877 -2.13962 -0.26252 1.6 0.1 -0.2 0.08
H 2.69259 -2.54280 -1.25145 -1.2 0.6 1.7 0.15
H -2.57350 -1.23747 -2.59495 0.2 1.0 0.0 0.17
H -0.81004 2.10823 -1.09581 -0.2 0.0 -1.1 0.06
H 3.29846 1.58774 0.70961 -0.2 0.9 -0.2 0.14
H 1.69442 2.23674 0.06974 1.3 0.1 0.4 0.11

***

28
Properties=species:S:1:pos:R:3:forces:R:3:lowdin_charge:R:1 method="wB97M-V/def2-TZVPD" relative_energy_kcal_mol=49.7 orbital_gap_ha=0.334 total_charge=+2
C -2.10206 -2.40495 1.07601 -0.9 1.6 -2.9 0.07
C -1.36341 -1.48149 0.09797 -0.6 -2.3 -1.2 -0.35
N -1.10231 -1.87775 -1.14608 -0.2 -3.9 0.6 0.23
N -0.99425 -0.31714 0.55247 -1.5 1.9 4.1 0.04
C -0.47447 0.85055 -0.02024 -2.8 3.9 -5.2 -0.29
C -1.50769 1.70465 -0.68309 2.6 -2.7 2.7 -0.35
S -3.15124 1.31118 -0.45788 0.0 -1.4 0.6 0.92
C 1.00301 1.18308 -0.15128 -0.8 1.1 0.6 -0.17
N 1.35357 1.88798 1.23384 -3.0 -0.5 -0.5 0.25
C 1.91050 -0.01037 -0.20164 1.5 -0.3 1.3 -0.47
N 3.32671 0.44695 -0.15131 -2.0 -0.6 0.4 0.11
O 1.55137 -0.76342 -1.29548 -0.4 -1.0 -0.4 0.02
H -2.76929 -3.05875 0.50306 -0.1 0.3 0.2 0.12
H -2.61827 -1.81695 1.80988 -0.3 0.0 0.4 0.10
H -1.38195 -3.02435 1.46694 1.7 -1.4 1.4 0.08
H -1.17252 -2.97030 -1.37492 -0.3 3.3 0.8 0.22
H -0.30206 -1.50949 -1.61276 0.5 0.9 -0.4 0.08
H -1.60579 -0.05459 1.41827 1.6 -0.9 -1.6 0.20
H -1.37979 2.66196 -1.14621 0.9 0.2 -0.3 0.08
H -3.75912 2.22024 -1.17817 -0.1 0.9 -0.5 -0.09
H 1.34774 1.80712 -1.05879 -1.1 -0.3 1.7 0.20
H 1.06491 2.89285 1.31914 1.0 -0.9 -0.2 0.20
H 0.78660 1.37603 1.95441 0.5 0.6 -0.7 0.18
H 2.27672 1.58430 1.38347 2.6 0.7 0.5 0.10
H 1.73208 -0.66675 0.70181 0.3 0.6 -0.8 0.18
H 3.83932 -0.36761 0.12690 0.8 -0.2 0.1 0.10
H 3.67178 0.73779 -1.05875 0.0 0.2 -0.1 0.11
H 1.81988 -0.34077 -2.10756 0.3 0.2 -0.6 0.13